No. 1
ORCA calculation (the ωB97M-V functional and the def2-TZVPD basis) on a 11-piece molecular cluster, C6H26O11 overall at a distorted geometry.

Structure (XYZ):
```
43
Properties=species:S:1:pos:R:3
O 2.12 -0.58 2.45
O 2.84 0.47 0.08
O -0.58 -3.14 -0.46
O 1.91 1.04 -2.35
O -1.76 -0.25 0.61
O 0.20 -2.36 2.82
O 0.37 -0.93 -3.36
O -4.02 0.86 0.67
O -3.07 1.13 -1.85
O -1.88 -1.34 -1.79
O 2.66 -1.61 -2.33
C 0.90 2.51 1.88
C 0.69 2.47 0.58
C 0.15 1.69 2.79
C -0.83 0.54 1.05
C -0.71 0.70 2.39
C -0.21 1.40 0.05
H -1.33 -2.69 -0.64
H -1.32 0.00 3.10
H -2.76 1.80 -1.29
H 1.06 2.94 -0.34
H 0.43 1.84 3.88
H -1.88 -0.47 -0.28
H 2.77 -0.88 -2.91
H -4.30 0.03 0.46
H 1.17 -1.44 -3.72
H -3.86 0.86 -1.40
H -0.40 1.09 -1.01
H 2.03 0.25 2.93
H 2.05 0.54 -1.42
H 2.43 -1.37 -1.47
H -0.25 -3.50 -1.26
H 1.31 -1.20 2.51
H 3.05 1.37 0.46
H -3.30 0.82 1.38
H -0.15 -2.74 1.98
H 2.20 0.20 0.89
H 0.99 -2.96 3.04
H 0.78 -0.12 -3.45
H -0.95 -1.20 -2.09
H 1.50 3.34 2.29
H -2.49 -0.89 -2.37
H 2.46 1.78 -2.51
```

The multiplicity is 2. As for the HOMO-LUMO gap (spin up / spin down): 0.0978 / 0.2311 Eh. As for the expectation value of S²: 0.761. The charge is -1. Its strongest force on any atom is 5.4 eV/Å. The calculation puts the HOMO energy (spin up / spin down) at 0.19 / -3.46 eV. The total energy is -29163.673 eV.


No. 2
ORCA calculation (the ωB97M-V functional and the def2-TZVPD basis) on C6H27AgN10O11 as an isolated structure at a distorted geometry.

Structure (XYZ):
```
55
Properties=species:S:1:pos:R:3
Ag 39.81 -15.75 10.18
O 43.62 -14.25 12.08
O 42.25 -14.17 13.65
O 48.18 -14.09 6.69
O 44.60 -15.86 19.30
O 42.94 -20.49 6.83
O 48.73 -14.55 16.71
O 40.14 -17.03 18.16
O 42.08 -14.62 5.29
O 49.21 -9.43 13.16
O 44.14 -8.01 18.62
O 44.42 -13.54 14.05
N 43.48 -9.38 20.27
N 48.46 -7.84 11.84
N 48.29 -12.45 8.23
N 44.48 -20.87 5.44
N 49.61 -12.35 6.53
N 45.00 -19.49 6.89
N 42.87 -15.30 3.29
N 42.72 -9.79 18.28
N 47.04 -8.75 13.17
N 42.56 -13.31 3.58
C 48.29 -8.75 12.77
C 43.46 -8.98 18.97
C 48.66 -13.09 7.12
C 44.08 -20.32 6.49
C 42.44 -14.44 4.15
C 43.41 -14.00 13.29
H 46.50 -7.91 12.99
H 47.59 -12.82 8.86
H 45.85 -19.62 6.37
H 40.89 -17.21 18.72
H 43.80 -13.44 14.78
H 43.14 -13.16 2.77
H 49.86 -12.74 5.64
H 50.29 -11.84 7.08
H 44.14 -9.02 20.94
H 48.11 -14.04 16.19
H 42.29 -9.39 17.45
H 40.50 -16.51 17.44
H 45.53 -16.09 19.30
H 48.96 -15.29 16.15
H 44.21 -16.46 19.94
H 45.43 -20.79 5.10
H 42.99 -10.22 20.53
H 48.71 -11.56 8.47
H 43.05 -15.17 2.30
H 42.42 -12.49 4.16
H 42.18 -10.49 18.76
H 43.09 -16.22 3.64
H 43.82 -21.45 4.94
H 49.39 -7.68 11.46
H 44.73 -18.87 7.65
H 47.79 -7.09 11.74
H 46.68 -9.57 13.65
```

The multiplicity is 2. As for the HOMO-LUMO gap (spin up / spin down): 0.1515 / 0.1517 Eh. As for the expectation value of S²: 0.757. The charge is +1. Its strongest force on any atom is 8.7 eV/Å. The calculation puts the HOMO energy (spin up / spin down) at -11.21 / -11.21 eV. The total energy is -48073.552 eV.


No. 3
ORCA calculation (the ωB97M-V functional and the def2-TZVPD basis) on C6H28BCuN12O6 as an isolated structure at a distorted geometry.

Structure (XYZ):
```
54
Properties=species:S:1:pos:R:3
Cu 7.47 24.45 19.10
O 7.59 25.42 16.97
O 7.55 22.63 17.20
O 7.74 24.96 21.15
O 6.92 26.65 19.35
O 8.48 22.54 19.91
O 9.63 25.43 18.93
N 5.22 27.53 18.06
N 9.35 24.96 15.69
N 7.16 20.92 15.89
N 10.65 22.41 19.88
N 7.90 26.55 15.22
N 11.64 26.43 18.46
N 6.77 20.72 18.06
N 9.93 27.60 18.81
N 6.51 28.80 19.12
N 8.23 24.33 23.20
N 9.46 20.86 20.93
N 9.43 25.85 22.27
C 8.42 25.05 22.12
C 9.49 21.91 20.13
C 8.27 25.62 15.97
C 10.34 26.36 18.70
C 7.20 21.47 17.06
C 6.22 27.58 18.92
B 5.31 23.65 19.63
H 11.96 27.30 18.07
H 7.47 21.41 15.06
H 5.40 24.54 19.02
H 8.28 24.89 24.04
H 8.94 27.75 18.94
H 6.89 26.65 15.17
H 9.77 25.25 14.82
H 12.27 25.65 18.62
H 9.83 26.48 21.60
H 7.38 23.82 22.99
H 5.36 23.92 20.67
H 6.98 19.93 15.98
H 8.66 20.64 21.50
H 6.48 19.76 17.92
H 4.36 23.14 19.50
H 8.35 26.65 14.33
H 11.47 21.83 19.76
H 10.27 20.26 20.94
H 6.13 23.03 19.31
H 5.16 26.62 17.62
H 6.94 21.24 18.90
H 9.57 24.07 16.12
H 5.86 29.54 18.90
H 10.08 25.58 23.00
H 10.71 23.23 19.30
H 4.81 28.37 17.70
H 7.11 28.99 19.91
H 10.56 28.35 18.56
```

The multiplicity is 3. As for the HOMO-LUMO gap (spin up / spin down): 0.0894 / 0.2810 Eh. As for the expectation value of S²: 2.002. Its strongest force on any atom is 8.4 eV/Å. The calculation puts the HOMO energy (spin up / spin down) at -1.85 / -8.75 eV. The total energy is -82155.307 eV.


No. 4
ORCA calculation (the ωB97M-V functional and the def2-TZVPD basis) on a 7-piece molecular cluster, C6H28N2O6 overall at a distorted geometry.

Structure (XYZ):
```
42
Properties=species:S:1:pos:R:3
O 3.64 0.26 -0.81
O -0.84 2.82 2.33
O -0.91 -0.43 4.18
O 2.65 -2.97 -0.94
O 2.60 2.31 1.35
O 1.03 1.64 -3.84
N -0.85 0.46 0.79
N -0.78 -1.52 -1.49
C -2.51 1.74 -0.54
C -1.95 -0.74 -0.98
C -1.36 -2.76 -2.05
C 0.65 -1.02 1.88
C -1.40 0.62 -0.54
C 0.56 0.27 1.00
H -0.51 3.70 2.10
H 1.80 -2.69 -1.28
H 3.71 0.12 -1.76
H -3.47 1.36 -0.93
H 1.30 0.25 0.16
H -1.22 1.23 1.37
H -0.50 -0.95 -2.27
H -2.41 -1.26 -0.09
H 2.58 -3.15 0.00
H -1.45 -0.80 3.49
H -2.52 2.15 0.45
H -1.95 -3.54 -1.53
H 3.30 -0.55 -0.41
H 0.97 1.09 1.64
H 1.08 2.22 -3.07
H 0.81 -0.90 2.95
H 2.43 1.87 0.49
H -1.20 2.84 3.22
H 3.39 1.76 1.50
H -0.58 -3.43 -2.33
H -0.76 1.01 -1.37
H 0.28 1.05 -3.75
H -2.82 -0.60 -1.67
H -0.03 -1.83 1.60
H -2.01 -2.60 -2.94
H 1.55 -1.52 1.49
H -0.12 0.03 3.90
H -2.19 2.44 -1.29
```

The multiplicity is 2. As for the HOMO-LUMO gap (spin up / spin down): 0.4041 / 0.2402 Eh. As for the expectation value of S²: 0.754. The charge is +1. The value obtained for the energy above the lowest of the compared OMol25 structures with the same formula, charge and spin is 189.1 kJ/mol. Its strongest force on any atom is 4.1 eV/Å. The calculation puts the HOMO energy (spin up / spin down) at -13.76 / -13.76 eV. The total energy is -21931.052 eV.


No. 5
ORCA calculation (the ωB97M-V functional and the def2-TZVPD basis) on a 8-piece molecular cluster, C6H28O8 overall at a distorted geometry.

Structure (XYZ):
```
42
Properties=species:S:1:pos:R:3
O 2.76 0.90 3.42
O 4.00 -2.58 0.14
O -2.58 0.89 0.44
O -3.83 -1.95 -2.85
O -0.79 1.83 -4.18
O -1.04 3.57 -0.20
O 1.53 -0.64 -0.55
O 3.97 -1.67 2.54
C -2.00 0.43 1.62
C -2.80 -1.60 -2.06
C 0.57 -0.82 -1.61
C 0.28 3.04 -0.31
C 1.61 0.72 2.64
C -2.62 -0.89 2.06
H 0.88 -0.39 -2.56
H -0.92 0.27 1.51
H 1.91 1.02 1.63
H -2.09 1.66 0.16
H 1.16 -0.27 2.60
H -2.13 1.13 2.45
H 4.00 -1.89 1.61
H 4.19 -2.48 -0.79
H 3.46 0.26 3.30
H 0.62 2.71 0.67
H 0.61 -1.88 -1.86
H -2.17 -1.04 -2.75
H 2.00 -1.46 -0.37
H -2.14 -1.20 2.99
H -3.00 -1.02 -1.16
H 0.12 1.69 -3.92
H -1.52 3.35 -1.00
H -3.68 -0.70 2.20
H -2.60 -1.61 1.25
H 3.10 -1.93 2.82
H -2.37 -2.49 -1.61
H 4.56 -3.31 0.42
H -0.73 2.34 -4.99
H 0.82 1.46 2.79
H 0.85 3.85 -0.77
H -0.38 -0.37 -1.33
H 0.36 2.22 -1.02
H -3.96 -1.17 -3.39
```

As for the HOMO-LUMO gap: 0.3525 Eh. As for the SMILES: CCO.CO.CO.CO.CO.O.O.O. The value obtained for the energy above the lowest of the compared OMol25 structures with the same formula, charge and spin is 436.7 kJ/mol. Its strongest force on any atom is 3.6 eV/Å. The calculation puts the HOMO energy at -9.65 eV. The total energy is -23053.041 eV.


No. 6
ORCA calculation (the ωB97M-V functional and the def2-TZVPD basis) on a 9-piece molecular cluster, C6H29NO9 overall at a distorted geometry.

Structure (XYZ):
```
45
Properties=species:S:1:pos:R:3
O -3.93 -2.66 -0.98
O 0.36 2.53 -3.34
O -0.13 -1.73 3.67
O -3.60 0.30 2.48
O 2.89 1.26 -2.09
O 0.19 2.80 1.16
O 2.13 4.21 -0.66
O -1.22 -0.51 -3.85
O 2.47 0.99 2.88
N -1.10 -1.26 0.35
C -0.66 0.05 0.77
C -1.01 1.20 -0.15
C -0.26 -2.41 0.68
C 1.61 -2.34 -0.99
C 1.28 -2.16 0.52
C -0.23 2.48 0.08
H -1.93 -0.11 -3.35
H 1.37 4.50 -0.14
H 1.88 -2.83 1.20
H -0.63 0.81 -1.17
H 2.56 1.10 -1.20
H 3.83 1.09 -2.16
H -2.79 -0.16 2.28
H -0.46 -3.23 -0.04
H -4.44 -2.04 -0.45
H -0.88 0.32 1.83
H 2.63 0.47 3.68
H -1.58 -1.11 -0.57
H 1.63 -1.17 0.81
H 0.46 2.70 -2.40
H -0.44 0.04 -3.78
H -0.47 -2.76 1.67
H -0.27 3.29 -0.66
H 0.07 -1.15 2.93
H 0.45 0.20 0.85
H -0.86 -2.26 3.32
H 1.11 3.01 -3.69
H 1.61 1.32 3.22
H -2.07 1.29 -0.30
H 1.17 -3.30 -1.41
H 2.67 -2.66 -1.04
H 1.15 -1.62 -1.63
H 2.17 3.29 -0.34
H -3.47 1.25 2.42
H -3.27 -3.06 -0.41
```

As for the HOMO-LUMO gap: 0.3399 Eh. As for the SMILES: CCCNCCC=O.O.O.O.O.O.O.O.O. The value obtained for the energy above the lowest of the compared OMol25 structures with the same formula, charge and spin is 484.7 kJ/mol. Its strongest force on any atom is 3.5 eV/Å. The calculation puts the HOMO energy at -9.35 eV. The total energy is -26607.760 eV.


No. 7
ORCA calculation (the ωB97M-V functional and the def2-TZVPD basis) on a 10-piece molecular cluster, C6H29NO9 overall at a distorted geometry.

Structure (XYZ):
```
45
Properties=species:S:1:pos:R:3
O -0.70 2.19 -3.57
O 1.61 0.84 -3.59
O -1.66 -1.53 1.93
O -3.49 2.31 1.56
O -4.00 -0.69 0.95
O 2.46 -2.40 -0.03
O 3.09 -0.42 -1.73
O 0.26 -3.36 1.14
O -1.81 1.82 -0.48
N 1.33 -0.70 2.13
C -0.29 -1.03 -2.25
C 0.32 -0.96 -0.93
C 1.24 2.12 3.02
C 1.02 0.38 1.20
C 0.77 1.67 1.72
C 0.66 0.19 -0.30
H 0.12 -3.88 1.84
H 2.02 -1.47 1.92
H 1.65 -0.45 3.03
H 2.35 1.98 3.05
H -1.46 -0.96 -2.18
H 0.83 1.77 3.95
H 1.64 0.59 -4.45
H -0.38 -2.63 1.08
H -1.24 1.09 0.02
H 2.05 0.22 -3.03
H -1.39 1.79 -1.41
H -4.38 -0.13 1.72
H 0.00 -0.12 -2.92
H -3.60 0.02 0.42
H 0.02 2.56 -2.94
H 1.64 -2.84 0.27
H -1.00 -0.80 1.95
H -0.32 1.37 -3.89
H -0.04 -1.96 -2.70
H -2.96 2.61 2.29
H -3.10 2.30 0.69
H 0.84 3.16 3.24
H 0.40 2.55 1.10
H 0.41 -1.94 -0.51
H -2.52 -1.20 1.53
H 3.82 -0.01 -1.29
H 3.17 -2.82 0.34
H 0.82 1.02 -0.93
H 2.81 -1.22 -1.27
```

As for the HOMO-LUMO gap: 0.3053 Eh. As for the SMILES: C/C=C(N)/C=C/C.O.O.O.O.O.O.O.O.O. The value obtained for the energy above the lowest of the compared OMol25 structures with the same formula, charge and spin is 505.2 kJ/mol. Its strongest force on any atom is 5.9 eV/Å. The calculation puts the HOMO energy at -8.01 eV. The total energy is -26607.547 eV.


No. 8
ORCA calculation (the ωB97M-V functional and the def2-TZVPD basis) on C6H2Cl3NO4PdTe4 as an isolated structure at a distorted geometry.

Structure (XYZ):
```
21
Properties=species:S:1:pos:R:3
Te 2.77 2.71 -1.42
Te 2.00 0.41 2.70
Te 2.29 0.38 -2.59
Te 2.56 2.79 1.52
Pd 2.19 0.59 0.06
Cl 0.04 -1.82 -0.04
Cl -2.59 2.95 -0.18
Cl -5.36 -1.69 0.03
O -0.22 1.21 -0.12
O 5.93 -1.78 0.16
O 4.65 -0.03 0.13
O 3.78 -2.02 0.02
N 4.79 -1.29 0.10
C -3.79 0.55 -0.07
C -1.42 -0.87 -0.04
C -2.57 1.20 -0.11
C -2.62 -1.54 0.00
C -1.28 0.56 -0.09
C -3.81 -0.83 -0.02
H -4.70 1.13 -0.08
H -2.63 -2.62 0.03
```

The multiplicity is 3. As for the HOMO-LUMO gap (spin up / spin down): 0.1901 / 0.1614 Eh. As for the expectation value of S²: 2.012. The charge is -2. The value obtained for the energy above the lowest of the compared OMol25 structures with the same formula, charge and spin is 70.6 kJ/mol. Its strongest force on any atom is 1.2 eV/Å. The calculation puts the HOMO energy (spin up / spin down) at -1.08 / -0.93 eV. The total energy is -86153.277 eV.


No. 9
ORCA calculation (the ωB97M-V functional and the def2-TZVPD basis) on C6H2CrO8S as an isolated structure at a distorted geometry.

Structure (XYZ):
```
18
Properties=species:S:1:pos:R:3
Cr -4.65 -22.68 21.88
S -3.40 -24.51 23.40
O -6.40 -21.75 22.05
O -3.17 -24.12 22.02
O -3.80 -25.90 23.54
O -4.10 -20.71 22.17
O -4.38 -23.50 23.68
O -2.30 -24.54 24.30
O -7.96 -18.68 25.33
O -5.25 -17.89 25.63
C -4.70 -19.04 23.77
C -5.65 -18.62 24.65
C -5.02 -20.10 22.74
C -6.42 -20.73 22.76
C -7.46 -20.07 23.58
C -7.08 -19.09 24.49
H -8.48 -20.42 23.63
H -3.74 -18.55 23.79
```

The multiplicity is 5. As for the HOMO-LUMO gap (spin up / spin down): 0.2299 / 0.2237 Eh. As for the expectation value of S²: 6.016. The charge is -2. Its strongest force on any atom is 6.8 eV/Å. The calculation puts the HOMO energy (spin up / spin down) at -1.56 / -1.57 eV. The total energy is -61891.534 eV.


No. 10
ORCA calculation (the ωB97M-V functional and the def2-TZVPD basis) on a 10-piece molecular cluster, C6H30F6O9P overall at a distorted geometry.

Structure (XYZ):
```
52
Properties=species:S:1:pos:R:3
P -7.64 20.94 -3.89
F -8.74 21.63 -4.81
F -6.93 20.64 -5.30
F -6.34 20.28 -3.09
F -8.34 19.46 -4.01
F -6.86 22.38 -3.89
F -8.40 21.21 -2.46
O -5.38 20.23 -9.82
O -10.60 17.15 -2.03
O -10.60 25.24 -2.97
O -5.93 23.87 -0.27
O -6.25 26.31 -5.56
O -12.13 20.07 -3.87
O -0.51 21.82 0.54
O -8.91 22.50 -8.79
O -3.21 21.69 -5.87
C -9.97 24.06 -10.19
C -2.51 22.82 -3.85
C -1.00 20.78 1.31
C -2.08 19.94 0.59
C -9.93 23.43 -8.79
C -2.28 21.66 -4.78
H -3.48 22.72 -3.36
H -10.40 23.38 -10.92
H -11.38 20.26 -4.44
H -11.33 24.74 -2.60
H -1.26 21.72 -5.16
H -2.24 20.70 -4.26
H -4.06 21.63 -5.43
H -1.61 19.53 -0.30
H -0.20 20.20 1.75
H -1.25 22.40 0.35
H -10.01 24.09 -7.92
H -2.60 23.67 -4.52
H -1.39 21.23 2.22
H -5.75 27.01 -5.14
H -5.97 25.51 -5.11
H -10.57 24.97 -10.20
H -5.41 20.38 -8.87
H -8.93 21.88 -8.06
H -6.12 23.48 -1.13
H -10.22 24.66 -3.62
H -6.32 23.25 0.36
H -9.89 17.50 -2.56
H -8.96 24.35 -10.46
H -12.04 20.69 -3.14
H -2.43 19.13 1.24
H -1.69 23.06 -3.17
H -6.08 20.79 -10.17
H -11.40 17.41 -2.48
H -10.87 22.91 -8.61
H -2.97 20.49 0.28
```

As for the HOMO-LUMO gap: 0.3830 Eh. The charge is -1. The value obtained for the energy above the lowest of the compared OMol25 structures with the same formula, charge and spin is 82.1 kJ/mol. Its strongest force on any atom is 2.5 eV/Å. The calculation puts the HOMO energy at -7.98 eV. The total energy is -50737.577 eV.


No. 11
ORCA calculation (the ωB97M-V functional and the def2-TZVPD basis) on a 11-piece molecular cluster, C6H30NO11 overall at a distorted geometry.

Structure (XYZ):
```
48
Properties=species:S:1:pos:R:3
O -2.67 -3.30 1.18
O 2.61 1.64 -0.57
O 1.80 1.83 -2.94
O 1.40 -0.50 2.22
O 1.31 3.56 0.49
O -1.04 -0.93 3.38
O -0.79 3.12 -3.23
O 1.96 -2.89 1.26
O -0.41 -2.96 -0.12
O 3.62 -0.22 1.06
O 0.37 1.88 2.37
N -2.61 -0.02 0.02
C -0.22 -2.18 -1.35
C -2.26 0.08 -1.33
C -2.22 0.79 0.94
C -3.32 -0.04 -2.19
C 0.12 -0.71 -1.13
C -0.82 0.36 -1.65
H 1.84 -0.12 2.99
H 4.07 -0.93 0.61
H 2.66 -0.41 1.50
H 0.14 3.06 -2.90
H 1.36 1.09 -3.36
H -0.68 0.70 -2.68
H -1.72 1.78 0.70
H 2.36 2.55 -0.17
H 0.60 -2.68 -1.93
H 0.56 1.99 3.26
H 2.28 1.52 -2.15
H 1.07 2.81 1.14
H -1.88 -3.28 0.62
H 0.44 -2.99 0.42
H -0.62 1.24 -1.00
H -2.57 0.62 1.95
H 3.09 0.99 0.00
H 2.03 -3.54 1.89
H -1.15 -2.37 -1.98
H -0.12 -0.95 3.02
H 0.28 -0.49 -0.06
H 1.63 -2.03 1.71
H -2.88 -2.47 1.44
H -1.05 2.34 -3.71
H -3.19 -0.12 -3.24
H -4.29 -0.14 -1.77
H 1.23 -0.52 -1.37
H 0.58 0.93 2.10
H -1.48 -1.60 2.79
H 0.53 3.67 -0.10
```

As for the HOMO-LUMO gap: 0.3237 Eh. The charge is -1. The value obtained for the energy above the lowest of the compared OMol25 structures with the same formula, charge and spin is 159.9 kJ/mol. Its strongest force on any atom is 4.5 eV/Å. The calculation puts the HOMO energy at -5.90 eV. The total energy is -30722.356 eV.